Record 1
{
  "formula": "C4H6N2O",
  "method": "wB97M-V/def2-TZVPD",
  "e_tot_ev": -9269.9264,
  "smiles": "C=C1C=C(O)N=N1.[H][H]",
  "charge": 0,
  "max_force_ha_per_bohr": 0.00755,
  "homo_lumo_gap_ev": 8.317,
  "de_lowest_kj_mol": 345.0,
  "elements": ["C", "C", "C", "C", "O", "N", "N", "H", "H", "H", "H", "H", "H"],
  "coordinates": [[0.585, -1.418, -1.075], [0.159, -0.290, -0.494], [-0.248, 0.996, -1.036], [-0.532, 1.720, 0.062], [-0.899, 2.999, 0.197], [-0.369, 0.942, 1.244], [0.057, -0.203, 0.939], [0.970, -2.234, -0.466], [0.555, -1.537, -2.158], [-0.221, 1.314, -2.067], [-1.000, 3.178, 1.144], [0.534, -3.103, 1.849], [0.409, -2.366, 1.862]],
  "mulliken_charge": [-0.59, 0.63, -0.64, 0.52, -0.49, -0.45, -0.13, 0.18, 0.26, 0.33, 0.37, 0.14, -0.13]
}

***

Record 2
{
  "formula": "C5H6O",
  "method": "wB97M-V/def2-TZVPD",
  "e_tot_ev": -7326.7633,
  "charge": 0,
  "max_force_ha_per_bohr": 0.00618,
  "homo_lumo_gap_ev": 10.641,
  "de_lowest_kj_mol": 243.3,
  "elements": ["O", "C", "C", "C", "C", "C", "H", "H", "H", "H", "H", "H"],
  "coordinates": [[-0.758, -1.444, 0.935], [-0.128, -0.374, 0.279], [-0.108, -1.704, -0.313], [1.050, 0.462, 0.662], [0.540, 1.532, 0.042], [-0.812, 0.898, -0.246], [-0.744, -1.922, -1.170], [0.798, -2.305, -0.232], [2.000, 0.231, 1.133], [0.952, 2.497, -0.234], [-1.606, 1.249, 0.422], [-1.184, 0.879, -1.277]],
  "mulliken_charge": [-0.51, 0.77, -0.37, -0.80, -0.21, -0.60, 0.22, 0.22, 0.40, 0.39, 0.21, 0.27]
}

***

Record 3
{
  "formula": "C21H21F4",
  "method": "wB97M-V/def2-TZVPD",
  "e_tot_ev": -32978.8359,
  "charge": 1,
  "max_force_ha_per_bohr": 0.03173,
  "homo_lumo_gap_ev": 6.272,
  "de_lowest_kj_mol": 17.2,
  "elements": ["C", "C", "C", "C", "C", "C", "C", "C", "H", "H", "H", "H", "H", "H", "H", "H", "H", "H", "H", "H", "H", "H", "F", "C", "C", "C", "F", "C", "C", "C", "C", "C", "C", "F", "C", "C", "F", "C", "C", "H", "H", "H", "H", "H", "H", "H"],
  "coordinates": [[1.195, -0.455, 4.400], [1.748, 0.518, 3.651], [2.864, 1.361, 4.214], [1.277, 0.773, 2.225], [1.864, -0.256, 1.218], [1.622, -0.010, -0.213], [2.409, 0.980, -0.969], [0.623, -0.834, -0.928], [0.395, -1.091, 4.016], [1.530, -0.604, 5.430], [3.275, 2.039, 3.457], [2.494, 1.960, 5.059], [3.679, 0.728, 4.598], [0.181, 0.679, 2.188], [1.538, 1.798, 1.920], [2.956, -0.317, 1.373], [1.445, -1.239, 1.484], [3.141, 1.456, -0.305], [2.974, 0.519, -1.800], [1.801, 1.786, -1.416], [1.162, -1.499, -1.635], [0.147, -1.508, -0.197], [-3.234, -4.160, -2.158], [-2.444, -3.199, -2.750], [-2.064, -3.369, -4.077], [-1.310, -2.339, -4.636], [-0.946, -2.435, -5.959], [-0.879, -1.237, -3.905], [-1.206, -1.149, -2.545], [-0.450, -0.104, -1.713], [-1.279, 0.787, -0.782], [-1.053, 2.167, -0.832], [-1.538, 2.973, 0.194], [-1.213, 4.310, 0.192], [-2.304, 2.482, 1.246], [-2.592, 1.124, 1.206], [-3.363, 0.578, 2.209], [-2.109, 0.267, 0.213], [-2.025, -2.123, -1.966], [-2.338, -4.253, -4.639], [-0.242, -0.478, -4.363], [0.058, 0.547, -2.439], [-0.465, 2.594, -1.647], [-2.685, 3.122, 2.037], [-2.362, -0.788, 0.255], [-2.278, -2.099, -0.909]],
  "mulliken_charge": [-1.14, 0.55, -1.38, 0.03, -0.85, 0.96, -1.49, -1.05, 0.27, 0.35, 0.36, 0.37, 0.34, -0.13, 0.54, 0.46, 0.38, 0.43, 0.39, 0.32, 0.58, 0.39, -0.30, 0.22, -0.81, 0.38, -0.31, -0.71, 0.17, 0.35, 0.33, -0.49, 0.20, -0.33, -0.79, 0.22, -0.33, -0.45, -0.65, 0.50, 0.43, 0.82, 0.65, 0.51, 0.31, 0.43]
}

***

Record 4
{
  "formula": "C7H19N3O3Rb",
  "method": "wB97M-V/def2-TZVPD",
  "e_tot_ev": -18824.8305,
  "charge": 1,
  "max_force_ha_per_bohr": 0.28241,
  "homo_lumo_gap_ev": 9.124,
  "de_lowest_kj_mol": 631.9,
  "elements": ["Rb", "C", "O", "C", "C", "N", "C", "C", "O", "C", "H", "H", "H", "H", "H", "H", "H", "H", "H", "H", "H", "H", "H", "H", "H", "C", "O", "N", "N", "H", "H", "H", "H"],
  "coordinates": [[-0.325, 0.662, 0.206], [-1.879, -1.252, -2.802], [-0.871, -0.988, -1.742], [-0.569, -2.266, -1.169], [0.678, -2.270, -0.376], [0.772, -1.404, 0.729], [2.195, -1.262, 1.274], [2.237, -0.425, 2.581], [1.918, 0.942, 2.409], [1.950, 1.758, 3.571], [-2.707, -1.915, -2.551], [-1.281, -1.655, -3.619], [-2.343, -0.319, -3.122], [-0.711, -3.110, -1.844], [-1.380, -2.494, -0.477], [1.608, -2.077, -0.910], [0.896, -3.252, 0.043], [0.186, -1.831, 1.434], [2.968, -0.809, 0.653], [2.439, -2.295, 1.523], [3.265, -0.436, 2.942], [1.560, -0.876, 3.308], [1.474, 2.683, 3.247], [2.968, 2.038, 3.840], [1.415, 1.341, 4.424], [-1.875, 2.256, -1.526], [-1.390, 1.163, -1.246], [-3.136, 2.430, -1.967], [-1.191, 3.340, -1.465], [-3.549, 1.597, -2.361], [-3.491, 3.363, -2.120], [-1.580, 4.236, -1.722], [-0.251, 3.128, -1.162]],
  "mulliken_charge": [0.88, -0.89, -0.19, -0.73, -0.63, -0.38, -0.61, -0.62, -0.23, -0.78, 0.34, 0.37, 0.15, 0.49, 0.33, 0.38, 0.47, 0.23, 0.36, 0.39, 0.38, 0.38, 0.24, 0.30, 0.33, 0.94, -0.83, -0.38, -0.43, 0.24, 0.18, 0.18, 0.14]
}

***

Record 5
{
  "formula": "C5H5NO",
  "method": "wB97M-V/def2-TZVPD",
  "e_tot_ev": -8800.4112,
  "charge": 0,
  "max_force_ha_per_bohr": 0.07263,
  "homo_lumo_gap_ev": 9.146,
  "de_lowest_kj_mol": 290.2,
  "elements": ["O", "C", "C", "C", "C", "C", "N", "H", "H", "H", "H", "H"],
  "coordinates": [[2.329, -0.824, 0.540], [1.318, -0.338, 0.112], [-0.038, -0.882, 0.034], [-1.037, -0.087, 0.836], [-0.932, 0.119, -0.645], [-0.186, 1.386, -1.051], [1.020, 1.172, -0.574], [1.937, 1.566, -0.576], [-0.141, -1.946, -0.118], [-0.649, 0.709, 1.469], [-1.882, -0.629, 1.246], [-1.738, -0.246, -1.272]],
  "mulliken_charge": [-0.50, 0.31, -0.18, -0.67, 0.04, -0.45, -0.07, 0.20, 0.40, 0.25, 0.25, 0.42]
}

***

Record 6
{
  "formula": "C6H15ClF2K2Li2N4NaO10S2",
  "method": "wB97M-V/def2-TZVPD",
  "e_tot_ev": -109986.7478,
  "charge": 1,
  "max_force_ha_per_bohr": 0.19313,
  "homo_lumo_gap_ev": 1.106,
  "elements": ["C", "C", "F", "C", "C", "O", "S", "O", "O", "O", "H", "H", "H", "H", "H", "H", "H", "K", "C", "O", "N", "N", "H", "H", "H", "H", "Cl", "F", "Na", "O", "S", "O", "O", "O", "Li", "C", "O", "N", "N", "H", "H", "H", "H", "Li", "K"],
  "coordinates": [[1.131, 2.202, 0.291], [0.539, 1.109, -0.743], [-0.554, 0.434, -0.123], [1.651, -0.008, -1.014], [2.458, -0.011, -2.354], [3.258, -1.245, -2.199], [2.049, -2.299, -1.695], [2.384, -3.080, -0.501], [1.750, -3.014, -2.969], [0.857, -1.281, -1.154], [0.319, 2.590, 0.959], [1.612, 3.009, -0.309], [1.975, 1.681, 1.036], [0.190, 1.640, -1.702], [2.252, -0.219, -0.098], [1.696, -0.331, -3.134], [3.054, 0.902, -2.595], [3.472, -3.205, 1.079], [0.284, 1.925, 3.950], [1.176, 1.831, 3.123], [-0.312, 0.790, 4.505], [-0.199, 3.089, 4.397], [-1.043, 0.831, 5.182], [0.024, -0.108, 4.194], [0.216, 3.953, 4.029], [-0.930, 3.162, 5.078], [3.517, 1.082, 0.659], [0.828, 5.125, 5.202], [-0.909, -0.060, 6.806], [0.292, -6.376, 3.923], [1.122, -6.841, 2.790], [2.246, -7.647, 3.303], [1.644, -5.671, 2.047], [0.296, -7.670, 1.888], [-0.494, 0.010, -2.374], [-3.923, 1.603, -3.892], [-2.983, 1.608, -3.115], [-5.146, 2.151, -3.558], [-3.858, 1.069, -5.132], [-5.946, 2.165, -4.173], [-5.225, 2.550, -2.638], [-2.983, 0.661, -5.410], [-4.627, 1.060, -5.779], [-5.561, 4.115, -2.867], [2.403, -3.279, -4.913]],
  "mulliken_charge": [-1.41, 0.21, -0.31, -0.53, -0.05, -0.34, 1.09, -0.53, -0.62, -0.31, 0.31, 0.42, 0.45, 0.30, 0.35, 0.14, 0.36, 1.04, 0.61, -0.64, -0.42, -0.30, 0.05, 0.26, 0.25, 0.09, -0.58, -0.91, 0.99, -0.65, 1.15, -0.63, -0.67, -0.63, 0.78, 0.72, -0.56, -0.59, -0.39, 0.27, 0.21, 0.19, 0.20, 0.65, 0.96]
}

***

Number 1: E_HOMO -0.33627 hartree, molecular weight 98.10 g mol⁻¹. Number 2: E_HOMO -0.35148 hartree, molecular weight 82.10 g mol⁻¹. Number 3: E_HOMO -0.45682 hartree, molecular weight 349.39 g mol⁻¹. Number 4: E_HOMO -0.43301 hartree, molecular weight 278.71 g mol⁻¹. Number 5: E_HOMO -0.31517 hartree, molecular weight 95.10 g mol⁻¹. Number 6: E_HOMO -0.23414 hartree, molecular weight 555.85 g mol⁻¹.